1.
{"formula": "C4H9NO2", "method": "ωB97M-V with the def2-TZVPD basis set", "species": ["C", "C", "O", "C", "N", "C", "O", "H", "H", "H", "H", "H", "H", "H", "H", "H"], "xyz": [[-2.120, -0.627, -0.321], [-0.657, -0.192, -0.457], [-0.687, 1.178, -0.761], [0.169, -0.428, 0.824], [1.506, 0.187, 0.844], [2.240, 0.774, -0.123], [1.908, 1.011, -1.274], [-2.252, -1.710, -0.220], [-2.638, -0.301, -1.229], [-2.612, -0.127, 0.523], [-0.201, -0.768, -1.280], [0.192, 1.364, -1.138], [-0.400, -0.026, 1.672], [0.303, -1.502, 1.002], [2.000, 0.111, 1.718], [3.251, 1.058, 0.218]], "nbo_charge": [-0.620, 0.086, -0.742, -0.238, -0.595, 0.534, -0.647, 0.206, 0.230, 0.208, 0.169, 0.496, 0.201, 0.196, 0.394, 0.121], "smiles": "C[C@@H](O)CNC=O", "de_lowest_ev": 0.8917, "lumo_energy_ev": 0.66, "homo_lumo_gap_ev": 10.62, "total_energy_ev": -9879.16895, "homo_ev": -9.9547, "total_charge": 0}


2.
{"formula": "C4H9NO2", "method": "ωB97M-V with the def2-TZVPD basis set", "species": ["C", "N", "C", "O", "C", "C", "O", "H", "H", "H", "H", "H", "H", "H", "H", "H"], "xyz": [[0.643, -1.069, -2.121], [0.320, -0.665, -0.786], [-0.671, 0.239, -0.623], [-1.495, 0.181, 0.396], [-0.829, 0.022, 1.647], [0.237, 1.150, 1.691], [0.754, 1.294, 0.437], [1.530, -0.534, -2.451], [0.907, -2.112, -2.021], [-0.103, -0.986, -2.920], [-1.199, 0.612, -1.514], [-1.622, 0.118, 2.385], [-0.366, -0.971, 1.707], [-0.232, 2.087, 2.034], [0.984, 0.871, 2.462], [1.141, -0.238, -0.322]], "nbo_charge": [-0.421, -0.678, 0.574, -0.455, -0.117, -0.086, -0.749, 0.191, 0.205, 0.201, 0.181, 0.199, 0.185, 0.143, 0.169, 0.456], "de_lowest_ev": 3.8601, "lumo_energy_ev": 0.96, "homo_lumo_gap_ev": 9.62, "total_energy_ev": -9876.20055, "homo_ev": -8.6552, "total_charge": 0}


3.
{"formula": "C4H9NO2", "method": "ωB97M-V with the def2-TZVPD basis set", "species": ["C", "C", "C", "C", "O", "O", "N", "H", "H", "H", "H", "H", "H", "H", "H", "H"], "xyz": [[0.201, 0.629, 0.348], [1.480, 0.258, -0.434], [-0.502, 1.829, -0.287], [-0.662, -0.592, 0.451], [-1.627, -2.576, 0.300], [2.205, -0.808, 0.143], [-1.719, -0.892, -0.115], [-2.489, -2.949, 0.540], [1.711, -1.626, 0.022], [0.509, 0.872, 1.370], [1.212, 0.042, -1.476], [2.152, 1.119, -0.426], [-0.444, -1.695, 0.902], [-1.399, 2.092, 0.271], [0.166, 2.691, -0.295], [-0.796, 1.606, -1.313]], "nbo_charge": [-0.300, -0.042, -0.610, 0.004, -0.728, -0.710, -0.082, 0.470, 0.472, 0.231, 0.166, 0.188, 0.285, 0.223, 0.215, 0.216], "de_lowest_ev": 4.8200, "lumo_energy_ev": 0.67, "homo_lumo_gap_ev": 11.00, "total_energy_ev": -9875.24061, "homo_ev": -10.3218, "total_charge": 0}


4.
{"formula": "C4H9NO2", "method": "ωB97M-V with the def2-TZVPD basis set", "species": ["C", "C", "N", "C", "O", "O", "C", "H", "H", "H", "H", "H", "H", "H", "H", "H"], "xyz": [[-2.121, 0.769, 0.791], [-1.712, -0.634, 0.350], [-0.552, -0.598, -0.522], [0.687, -0.343, -0.008], [1.057, -0.573, 1.123], [1.458, 0.197, -0.983], [2.861, 0.120, -0.775], [-2.257, 1.417, -0.082], [-3.056, 0.763, 1.358], [-1.334, 1.203, 1.415], [-1.459, -1.259, 1.210], [-2.522, -1.131, -0.194], [-0.690, -0.227, -1.452], [3.306, 0.683, -1.595], [3.156, 0.540, 0.189], [3.177, -0.926, -0.825]], "nbo_charge": [-0.623, -0.220, -0.627, 0.882, -0.645, -0.530, -0.256, 0.200, 0.214, 0.218, 0.220, 0.196, 0.395, 0.193, 0.200, 0.183], "smiles": "CCNC(=O)OC", "de_lowest_ev": 0.4925, "lumo_energy_ev": 0.93, "homo_lumo_gap_ev": 10.76, "total_energy_ev": -9879.56812, "homo_ev": -9.8293, "total_charge": 0}


5.
{"formula": "C4H9NO2", "method": "ωB97M-V with the def2-TZVPD basis set", "species": ["O", "C", "C", "C", "C", "O", "N", "H", "H", "H", "H", "H", "H", "H", "H", "H"], "xyz": [[1.951, -1.257, 0.527], [1.550, -0.136, 0.633], [0.117, 0.309, 0.723], [-0.580, -0.468, -0.490], [-2.107, -0.463, -0.374], [-0.013, 0.036, -1.689], [-0.309, 1.713, 0.726], [2.253, 0.686, 0.953], [-0.158, -0.200, 1.653], [-0.327, -1.515, -0.414], [-2.411, -1.503, -0.342], [-2.471, 0.105, 0.482], [-2.549, 0.014, -1.243], [-0.149, 0.989, -1.582], [0.472, 2.341, 0.874], [-0.966, 1.714, 1.485]], "nbo_charge": [-0.505, 0.460, -0.196, 0.099, -0.644, -0.705, -0.848, 0.081, 0.208, 0.191, 0.217, 0.200, 0.225, 0.467, 0.373, 0.376], "smiles": "C[C@@H](O)[C@H](N)C=O", "de_lowest_ev": 2.2391, "lumo_energy_ev": 0.63, "homo_lumo_gap_ev": 10.30, "total_energy_ev": -9877.82159, "homo_ev": -9.6669, "total_charge": 0}


6.
{"formula": "C4H9NO2", "method": "ωB97M-V with the def2-TZVPD basis set", "species": ["C", "C", "N", "C", "O", "O", "C", "H", "H", "H", "H", "H", "H", "H", "H", "H"], "xyz": [[-2.052, 0.788, 0.896], [-1.773, -0.533, 0.183], [-0.605, -0.467, -0.678], [0.653, -0.483, -0.151], [0.959, -0.874, 0.957], [1.529, -0.009, -1.068], [2.885, 0.058, -0.643], [-2.118, 1.610, 0.174], [-2.995, 0.748, 1.451], [-1.245, 1.013, 1.601], [-1.608, -1.335, 0.907], [-2.624, -0.824, -0.443], [-0.691, 0.060, -1.535], [3.461, 0.285, -1.541], [3.018, 0.854, 0.096], [3.207, -0.890, -0.208]], "nbo_charge": [-0.623, -0.218, -0.629, 0.882, -0.651, -0.526, -0.255, 0.200, 0.213, 0.219, 0.220, 0.195, 0.396, 0.192, 0.186, 0.199], "smiles": "CCNC(=O)OC", "de_lowest_ev": 0.4402, "lumo_energy_ev": 0.92, "homo_lumo_gap_ev": 10.69, "total_energy_ev": -9879.62040, "homo_ev": -9.7713, "total_charge": 0}


7.
{"formula": "C4H9NO2", "method": "ωB97M-V with the def2-TZVPD basis set", "species": ["O", "C", "C", "C", "N", "C", "O", "H", "H", "H", "H", "H", "H", "H", "H", "H"], "xyz": [[0.478, 0.810, 2.601], [0.713, 0.874, 1.424], [-0.185, 0.297, 0.334], [-1.307, 1.273, 0.059], [0.628, 0.017, -0.845], [0.578, -1.333, -1.346], [-0.670, -1.761, -1.847], [1.636, 1.357, 1.047], [-0.568, -0.635, 0.761], [-1.880, 1.399, 0.979], [-2.019, 0.845, -0.644], [-0.924, 2.240, -0.247], [0.383, 0.617, -1.624], [0.894, -1.998, -0.540], [1.294, -1.492, -2.145], [-1.410, -1.608, -1.249]], "nbo_charge": [-0.518, 0.449, -0.173, -0.618, -0.637, 0.093, -0.737, 0.112, 0.205, 0.230, 0.216, 0.214, 0.364, 0.149, 0.184, 0.467], "smiles": "C[C@H](C=O)NCO", "de_lowest_ev": 1.8276, "lumo_energy_ev": 0.74, "homo_lumo_gap_ev": 10.24, "total_energy_ev": -9878.23305, "homo_ev": -9.4972, "total_charge": 0}


8.
{"formula": "C4H9NO2", "method": "ωB97M-V with the def2-TZVPD basis set", "species": ["C", "N", "C", "C", "C", "O", "O", "H", "H", "H", "H", "H", "H", "H", "H", "H"], "xyz": [[-2.081, 0.374, 0.789], [-0.984, -0.590, 0.961], [1.204, -1.520, 0.656], [0.080, -0.742, -0.034], [0.620, 0.606, -0.608], [1.376, 0.496, -1.711], [0.082, 1.640, -0.306], [-1.994, 1.097, -0.014], [-2.191, 0.899, 1.725], [-2.978, -0.208, 0.560], [-0.461, -0.410, 1.811], [0.963, -2.511, 1.021], [2.176, -1.498, 0.167], [1.399, -0.838, 1.497], [-0.315, -1.231, -0.931], [1.343, 1.293, -2.182]], "nbo_charge": [-0.414, -0.611, -0.610, -0.138, 0.764, -0.683, -0.600, 0.207, 0.201, 0.180, 0.352, 0.229, 0.225, 0.195, 0.212, 0.492], "smiles": "CN[C@H](C)C(=O)O", "de_lowest_ev": 1.4767, "lumo_energy_ev": 0.71, "homo_lumo_gap_ev": 9.69, "total_energy_ev": -9878.58395, "homo_ev": -8.9768, "total_charge": 0}


> What is the formula in the fourth record?

C4H9NO2


What did the fourth record say?
{"formula": "C4H9NO2", "method": "ωB97M-V with the def2-TZVPD basis set", "species": ["C", "C", "N", "C", "O", "O", "C", "H", "H", "H", "H", "H", "H", "H", "H", "H"], "xyz": [[-2.121, 0.769, 0.791], [-1.712, -0.634, 0.350], [-0.552, -0.598, -0.522], [0.687, -0.343, -0.008], [1.057, -0.573, 1.123], [1.458, 0.197, -0.983], [2.861, 0.120, -0.775], [-2.257, 1.417, -0.082], [-3.056, 0.763, 1.358], [-1.334, 1.203, 1.415], [-1.459, -1.259, 1.210], [-2.522, -1.131, -0.194], [-0.690, -0.227, -1.452], [3.306, 0.683, -1.595], [3.156, 0.540, 0.189], [3.177, -0.926, -0.825]], "nbo_charge": [-0.623, -0.220, -0.627, 0.882, -0.645, -0.530, -0.256, 0.200, 0.214, 0.218, 0.220, 0.196, 0.395, 0.193, 0.200, 0.183], "smiles": "CCNC(=O)OC", "de_lowest_ev": 0.4925, "lumo_energy_ev": 0.93, "homo_lumo_gap_ev": 10.76, "total_energy_ev": -9879.56812, "homo_ev": -9.8293, "total_charge": 0}


Repeat the sixth record exactly.
{"formula": "C4H9NO2", "method": "ωB97M-V with the def2-TZVPD basis set", "species": ["C", "C", "N", "C", "O", "O", "C", "H", "H", "H", "H", "H", "H", "H", "H", "H"], "xyz": [[-2.052, 0.788, 0.896], [-1.773, -0.533, 0.183], [-0.605, -0.467, -0.678], [0.653, -0.483, -0.151], [0.959, -0.874, 0.957], [1.529, -0.009, -1.068], [2.885, 0.058, -0.643], [-2.118, 1.610, 0.174], [-2.995, 0.748, 1.451], [-1.245, 1.013, 1.601], [-1.608, -1.335, 0.907], [-2.624, -0.824, -0.443], [-0.691, 0.060, -1.535], [3.461, 0.285, -1.541], [3.018, 0.854, 0.096], [3.207, -0.890, -0.208]], "nbo_charge": [-0.623, -0.218, -0.629, 0.882, -0.651, -0.526, -0.255, 0.200, 0.213, 0.219, 0.220, 0.195, 0.396, 0.192, 0.186, 0.199], "smiles": "CCNC(=O)OC", "de_lowest_ev": 0.4402, "lumo_energy_ev": 0.92, "homo_lumo_gap_ev": 10.69, "total_energy_ev": -9879.62040, "homo_ev": -9.7713, "total_charge": 0}